# 1
ORCA calculation (ωB97M-V with the def2-TZVPD basis set) on 16 unconnected molecules or ions with the total composition C46H94Br30ClNO3P in a non-equilibrium geometry.

```
! wB97M-V def2-TZVPD RIJCOSX def2/J DEFGRID3
* xyz 1 1
C 5.3565 2.6794 2.5652
C 4.6684 1.9165 1.2468
C 3.0578 2.2118 1.3539
Cl 2.7822 3.9538 0.6841
P 1.9476 1.0266 0.3496
C 1.4726 -0.5935 1.2617
C -0.0310 -1.0927 0.7342
C -1.2616 -0.4291 1.6508
C -2.5669 -1.4208 1.6915
C -3.2792 -1.6941 0.2407
C -4.2049 -0.4648 -0.3247
C -5.1701 0.2506 0.7906
C -4.6654 1.8101 1.1037
O -5.0217 2.7543 0.0238
C -3.8500 3.5594 -0.3948
C -3.4411 4.9935 0.3259
O -3.0849 3.0922 -1.4126
C 2.6276 0.5348 -1.3658
C 1.7911 1.3608 -2.5530
O 2.6047 1.5831 -3.7687
C 0.3897 0.5658 -2.9907
N -0.8585 1.2009 -2.3791
H 5.5433 1.9216 3.4371
H 6.3205 3.2846 2.2937
H 4.5617 3.4654 2.9821
H 5.1297 2.4721 0.2996
H 4.9703 0.7864 1.3111
H 2.7206 2.2594 2.4800
H 0.6853 1.7417 0.1223
H 2.2012 -1.4869 1.0273
H 1.3831 -0.4405 2.4349
H -0.1639 -2.2689 0.8719
H -0.2578 -0.7791 -0.3711
H -1.4913 0.6838 1.3691
H -0.8166 -0.3967 2.7583
H -3.3628 -1.0685 2.4951
H -2.1742 -2.4759 2.0778
H -4.0176 -2.6179 0.4009
H -2.5307 -2.0100 -0.6212
H -3.5631 0.4049 -0.8225
H -4.9182 -0.8747 -1.1866
H -5.3498 -0.3759 1.7643
H -6.2420 0.3708 0.2814
H -5.2683 2.1452 2.0700
H -3.5321 1.8449 1.3943
H -2.2925 5.1776 0.1868
H -3.7704 5.0512 1.4657
H -4.0052 5.8354 -0.3043
H 3.7875 0.6285 -1.4928
H 2.3601 -0.6119 -1.5620
H 1.4786 2.4068 -2.1288
H 3.2236 0.8056 -3.9434
H 0.4014 -0.5679 -2.6951
H 0.2968 0.6179 -4.1744
H -0.6030 1.8925 -1.6391
H -1.4484 0.4816 -1.8893
Br 0.9686 1.8540 3.9233
C 1.8829 3.0831 5.1302
C 0.9615 4.1915 5.5836
Br 0.7243 5.5295 4.1844
H 2.7713 3.4449 4.6050
H 2.1938 2.4686 5.9798
H 1.3979 4.7357 6.4258
H -0.0362 3.8401 5.8616
Br -3.5088 -5.1544 -2.2007
C -2.9917 -3.8830 -3.5861
C -1.5807 -4.1373 -4.0630
Br -0.2709 -3.4752 -2.7783
H -3.1356 -2.8817 -3.1706
H -3.7073 -4.0407 -4.3979
H -1.3793 -3.5839 -4.9845
H -1.3615 -5.1964 -4.2251
Br 9.5442 2.1390 0.9597
C 8.6551 2.0422 -0.7733
C 8.5224 3.4119 -1.3974
Br 7.0825 4.4307 -0.5650
H 7.6951 1.5437 -0.6125
H 9.2947 1.4001 -1.3854
H 8.2401 3.3302 -2.4508
H 9.4301 4.0164 -1.3148
Br 5.0191 5.2299 5.4491
C 4.5184 6.0813 7.1307
C 5.3986 5.6112 8.2653
Br 4.8882 3.8257 8.8620
H 3.4567 5.8735 7.2902
H 4.6522 7.1528 6.9576
H 5.2713 6.2510 9.1429
H 6.4595 5.5687 8.0028
Br 7.2006 -0.9574 1.0993
C 8.1761 -2.6270 1.3518
C 9.5023 -2.3879 2.0353
Br 10.8144 -1.6527 0.7935
H 8.2731 -3.0924 0.3669
H 7.5257 -3.2444 1.9777
H 9.9347 -3.3316 2.3794
H 9.4373 -1.6943 2.8784
Br 9.5442 -0.9988 -2.1876
C 8.6551 -1.0955 -3.9206
C 8.5224 0.2742 -4.5447
Br 7.0825 1.2930 -3.7122
H 7.6951 -1.5941 -3.7598
H 9.2947 -1.7376 -4.5327
H 8.2401 0.1924 -5.5981
H 9.4301 0.8786 -4.4621
Br -6.5891 4.5083 3.6040
C -6.2989 6.0714 4.7334
C -5.5647 7.1590 3.9841
Br -3.6637 6.7505 3.8298
H -5.7701 5.7266 5.6264
H -7.3003 6.4072 5.0167
H -5.6084 8.1033 4.5340
H -5.9406 7.3167 2.9693
Br -0.2182 -4.5603 2.5976
C -0.4047 -4.5249 4.5385
C -0.9682 -3.2045 5.0101
Br 0.3909 -1.8059 4.9808
H 0.5793 -4.7515 4.9583
H -1.0918 -5.3428 4.7730
H -1.2845 -3.2711 6.0548
H -1.8056 -2.8485 4.4034
Br -8.6142 0.7610 2.1667
C -9.5033 0.6642 0.4337
C -9.6360 2.0339 -0.1904
Br -11.0759 3.0528 0.6420
H -10.4632 0.1657 0.5945
H -8.8637 0.0222 -0.1784
H -9.9182 1.9522 -1.2438
H -8.7283 2.6384 -0.1078
Br -12.3368 4.3192 -3.1636
C -13.7090 2.9785 -3.5137
C -13.9538 2.1156 -2.2977
Br -12.5342 0.7977 -2.0695
H -13.3848 2.4109 -4.3905
H -14.6063 3.5498 -3.7679
H -14.8689 1.5292 -2.4187
H -14.0131 2.6853 -1.3660
Br -1.7827 -8.4598 4.8533
C -2.6718 -8.5565 3.1203
C -2.8045 -7.1868 2.4962
Br -4.2444 -6.1680 3.3286
H -3.6318 -9.0551 3.2811
H -2.0322 -9.1986 2.5082
H -3.0868 -7.2686 1.4428
H -1.8968 -6.5824 2.5788
Br -6.5867 -5.6310 -6.6491
C -6.7733 -5.5956 -4.7082
C -7.3367 -4.2753 -4.2367
Br -5.9776 -2.8767 -4.2660
H -5.7892 -5.8223 -4.2885
H -7.4603 -6.4136 -4.4738
H -7.6531 -4.3419 -3.1919
H -8.1742 -3.9192 -4.8433
Br 9.6154 8.0799 -0.2716
C 8.4568 7.8507 1.2802
C 9.2337 7.3436 2.4729
Br 9.6157 5.4380 2.3085
H 7.6441 7.1849 0.9766
H 8.0496 8.8458 1.4803
H 8.6409 7.4365 3.3872
H 10.1926 7.8503 2.6137
Br -1.3410 -8.6745 -2.8994
C 0.4225 -8.9016 -3.7005
C 0.9329 -7.6018 -4.2774
Br 0.0656 -7.1944 -5.9763
H 0.3361 -9.7012 -4.4416
H 1.0650 -9.2388 -2.8823
H 1.9982 -7.6762 -4.5132
H 0.7696 -6.7419 -3.6216
Br 3.6173 -6.3237 -7.4941
C 2.7282 -6.4205 -9.2271
C 2.5955 -5.0508 -9.8511
Br 1.1556 -4.0320 -9.0187
H 1.7682 -6.9190 -9.0662
H 3.3678 -7.0626 -9.8392
H 2.3132 -5.1325 -10.9045
H 3.5032 -4.4464 -9.7685
*
```

**Gap between HOMO and LUMO**: 9.0 eV

=====

# 2
ORCA calculation (ωB97M-V with the def2-TZVPD basis set) on a molecular structure, C46H95Ag2CoN5O8 in a non-equilibrium geometry.

```
! wB97M-V def2-TZVPD RIJCOSX def2/J DEFGRID3
* xyz 2 6
Co -1.0038 4.3425 -2.4386
Ag -1.8735 4.4082 3.5791
Ag -5.7797 0.9878 0.1643
C -0.9447 1.0704 0.2658
O -1.7188 0.9528 1.2320
O -0.1093 1.9872 0.2305
O -1.3743 1.0565 -0.8677
C -7.4587 -2.0291 3.6750
C -7.9533 -3.1499 2.7680
C -9.4276 -2.8067 2.3847
C -10.0177 -3.6134 1.1253
C -9.0830 -3.6584 -0.1122
C -7.5920 -3.8804 0.1991
N -7.1125 -3.2189 1.4634
O -5.7887 -3.4634 1.6994
C -7.3031 -5.4042 0.2620
C -6.8339 -3.2287 -1.0207
C -7.9733 -4.4677 3.5638
H -7.9519 -2.1313 4.6416
H -7.6428 -1.0019 3.3605
H -6.4325 -2.2339 3.9803
H -10.0434 -2.9902 3.2651
H -9.6130 -1.7440 2.2283
H -10.8953 -3.0728 0.7709
H -10.2828 -4.6269 1.4264
H -9.1049 -2.7607 -0.7301
H -9.4159 -4.4547 -0.7780
H -7.6202 -5.7405 1.2491
H -7.6980 -6.0297 -0.5385
H -6.2379 -5.5622 0.0929
H -7.0262 -3.7466 -1.9603
H -7.0344 -2.2021 -1.3273
H -5.7522 -3.2372 -0.8865
H -7.0365 -5.0221 3.5091
H -8.6988 -5.1874 3.1847
H -8.2895 -4.3111 4.5951
H -5.2641 -2.6620 1.6336
C -4.1349 5.3814 7.9784
C -3.4181 4.4221 8.9583
C -4.3455 3.1880 9.1048
C -3.6826 1.9710 9.7966
C -2.3202 1.6334 9.1789
C -1.3510 2.8532 9.0163
N -2.0852 4.0237 8.4310
O -1.3144 5.1219 8.1671
C -0.7509 3.0776 10.4121
C -0.2377 2.3587 8.0515
C -3.3417 5.1736 10.2980
H -3.5341 6.2340 7.6620
H -5.0285 5.8184 8.4239
H -4.4521 4.9004 7.0531
H -5.1869 3.4012 9.7641
H -4.7379 2.9538 8.1152
H -4.2139 1.0250 9.6925
H -3.6184 2.1160 10.8750
H -2.5257 1.2765 8.1696
H -1.8903 0.8820 9.8412
H 0.1953 2.5542 10.5497
H -0.3824 4.0916 10.5670
H -1.4057 2.7172 11.2056
H 0.4218 1.6182 8.5042
H -0.6563 1.8408 7.1886
H 0.4973 3.0680 7.6712
H -2.7225 4.6788 11.0464
H -4.3631 5.3903 10.6108
H -2.8350 6.1386 10.2841
H -1.1906 5.4541 9.0592
C 4.1420 3.0215 -6.7948
C 3.5665 4.2764 -6.1807
C 4.4971 5.5012 -6.5724
C 4.2239 5.9942 -7.9565
C 2.7331 6.4546 -8.0290
C 1.7702 5.2006 -7.7729
N 2.1703 4.5536 -6.5026
O 1.3194 3.5600 -6.1821
C 0.2794 5.6231 -7.7720
C 1.8744 4.2438 -8.9837
C 3.5522 4.1155 -4.6845
H 3.3069 2.4343 -7.1767
H 4.6669 2.3320 -6.1336
H 4.7537 3.2971 -7.6539
H 4.5833 6.3509 -5.8950
H 5.5336 5.1951 -6.4308
H 4.5336 5.2897 -8.7284
H 4.8251 6.8707 -8.1983
H 2.5926 6.7092 -9.0795
H 2.6481 7.3210 -7.3731
H 0.3796 6.3511 -6.9669
H -0.2178 5.9311 -8.6917
H -0.4010 4.9063 -7.3123
H 1.6816 4.8504 -9.8685
H 2.8781 3.8189 -8.9931
H 1.2226 3.3706 -8.9535
H 4.5009 4.3103 -4.1843
H 3.1859 3.1056 -4.5001
H 2.9633 4.8708 -4.1643
H 1.6184 2.8114 -6.7034
C -0.1919 -5.3177 -7.5983
C -1.3215 -5.2082 -6.5483
C -2.1980 -6.5614 -6.5616
C -1.4834 -7.7923 -6.0533
C -0.9027 -7.5153 -4.6688
C -0.1057 -6.2100 -4.5086
N -0.7178 -5.0334 -5.1943
O -0.0542 -3.9139 -5.0955
C -0.0818 -5.8317 -3.0138
C 1.3851 -6.4779 -4.9218
C -2.1958 -4.0120 -6.9411
H 0.6155 -4.6370 -7.3281
H -0.4915 -5.0782 -8.6186
H 0.3082 -6.2861 -7.5876
H -3.2014 -6.4061 -6.1652
H -2.3772 -6.8413 -7.5997
H -0.6184 -7.9938 -6.6852
H -2.1568 -8.6423 -6.1637
H -0.3102 -8.3697 -4.3416
H -1.8452 -7.5533 -4.1226
H 0.4112 -6.5303 -2.3377
H 0.4086 -4.8936 -2.7538
H -1.1072 -5.6152 -2.7141
H 1.8904 -7.1100 -4.1915
H 1.5937 -6.9469 -5.8833
H 1.9031 -5.5200 -4.8748
H -2.8314 -3.6744 -6.1226
H -2.9080 -4.2180 -7.7401
H -1.5844 -3.1454 -7.1927
H -0.6564 -3.4410 -4.5164
C 6.8267 -1.0456 1.2142
C 8.1182 -0.4548 1.8583
C 9.2502 -0.6410 0.7936
C 10.5250 0.2287 1.1753
C 10.0638 1.7079 1.2969
C 8.9543 1.9801 2.3087
N 7.8816 0.9881 2.1546
O 6.6806 1.3275 2.7767
C 9.5403 2.0193 3.7351
C 8.4556 3.3878 1.9304
C 8.4610 -1.2203 3.1902
H 5.9348 -0.9652 1.8356
H 6.9849 -2.0659 0.8649
H 6.4969 -0.5350 0.3094
H 9.4427 -1.7098 0.6996
H 8.7921 -0.3320 -0.1459
H 11.3194 0.0185 0.4591
H 10.9425 -0.1527 2.1072
H 9.8399 1.9981 0.2704
H 10.9329 2.2355 1.6898
H 10.3955 1.3486 3.8175
H 10.0771 2.9210 4.0299
H 8.7150 1.8247 4.4200
H 8.0542 3.4946 0.9226
H 7.6243 3.6817 2.5712
H 9.3041 4.0588 2.0641
H 8.0701 -0.6075 4.0024
H 9.5363 -1.3108 3.3437
H 8.0335 -2.2227 3.2154
H 6.1875 1.6174 2.0057
*
```

**Expectation value of S²**: 8.90
**Gap between HOMO and LUMO (spin up / spin down)**: 2.8 / 2.2 eV